Arrangement one

DFT (ωB97M-V with the def2-TZVPD basis set) results for 2 unconnected molecules or ions with the total composition C5H13NO.

Last column: Löwdin charge in e.
CARTESIAN COORDINATES (ANGSTROEM)
O1 1.80204 -3.55376 0.34054  0.0324
N1 2.48033 -1.61184 -0.56080  0.1507
C1 1.93302 -2.34460 0.45839  -0.5938
C2 1.40338 -1.63365 1.64641  -0.0220
C3 -1.31828 1.06546 -0.09236  -0.2982
C4 -2.75592 1.73271 -0.13759  -0.1072
C5 -0.53394 1.47708 -1.30508  -0.1488
H1 -3.08346 2.12188 0.82848  0.0601
H2 0.33091 -1.69532 1.80037  0.0842
H3 1.83412 -1.99008 2.58765  0.0868
H4 -2.76504 2.60042 -0.79061  0.0550
H5 -0.78871 2.44877 -1.74079  0.0634
H6 1.70273 -0.57918 1.70141  0.0733
H7 2.92504 -0.74340 -0.31109  0.0928
H8 0.55680 1.53579 -1.24790  0.0599
H9 2.83643 -2.08146 -1.36372  0.0970
H10 -1.48490 -0.00170 0.00295  0.0885
H11 -3.44446 0.96114 -0.47434  0.0613
H12 -0.76563 0.81896 -2.15509  0.0756
H13 -0.86446 1.47280 0.81319  0.0891

As for the HOMO energy: -9.77 eV. The charge is 0. The structure (SMILES) is CC(N)=O.CCC. The calculation puts the HOMO-LUMO gap at 10.57 eV.


Arrangement two

DFT (ωB97M-V with the def2-TZVPD basis set) results for 2 unconnected molecules or ions with the total composition C5H13NO.

Last column: Löwdin charge in e.
CARTESIAN COORDINATES (ANGSTROEM)
O1 -3.24894 -1.57260 1.63052  -0.0652
N1 -0.47644 -1.41145 -0.02213  0.0001
C1 0.68476 2.01180 0.82934  0.0336
C2 2.53212 0.78966 -0.34182  -0.0721
C3 1.09204 1.14382 -0.12196  -0.3944
C4 0.17583 -0.86996 -1.27812  -0.2321
C5 0.07498 0.65853 -1.15066  -0.1792
H1 -0.37818 2.17153 0.97399  0.0539
H2 -0.90718 1.02976 -0.84027  0.1049
H3 2.74036 0.98188 -1.39929  0.0904
H4 1.49525 2.28665 1.51779  0.0608
H5 -1.39325 -1.23836 0.34907  0.0194
H6 -3.65822 -1.45438 2.50443  0.0491
H7 3.17263 1.41471 0.28563  0.0743
H8 1.21108 -1.20715 -1.20817  0.0924
H9 -0.39883 -2.40482 -0.20905  0.0591
H10 -2.41994 -1.11388 1.80838  0.0146
H11 2.71933 -0.20149 0.06058  0.0798
H12 0.33905 1.21443 -2.05613  0.1126
H13 -0.28051 -1.31744 -2.15781  0.0980

As for the HOMO energy: -8.89 eV. The charge is 0. The structure (SMILES) is C=C(C)CCN.O. The calculation puts the HOMO-LUMO gap at 9.73 eV.


Arrangement three

DFT (ωB97M-V with the def2-TZVPD basis set) results for 2 unconnected molecules or ions with the total composition C5H13NO.

Last column: Löwdin charge in e.
CARTESIAN COORDINATES (ANGSTROEM)
O1 -1.28282 0.89635 -2.85697  -0.0532
N1 2.10719 -1.09270 -0.39404  0.0538
C1 -0.82791 0.48259 1.20645  -0.2563
C2 0.77564 -1.16497 0.12058  -0.3923
C3 -0.16178 -1.85197 -0.57456  0.0103
C4 0.42632 -0.36997 1.39499  -0.1708
C5 -0.37904 1.95318 0.95705  -0.1068
H1 -1.27556 0.06716 -2.37456  0.0091
H2 0.31251 -1.16581 2.14591  0.1129
H3 2.24821 -1.92330 -0.95189  0.0699
H4 2.21306 -0.21223 -0.88251  0.0823
H5 -1.14926 -1.75253 -0.13492  0.0478
H6 -1.49484 0.12183 0.41160  0.0835
H7 1.34190 0.07450 1.80489  0.1095
H8 -1.50031 0.52502 2.10452  0.1110
H9 -1.18459 2.66629 1.18958  0.0701
H10 -0.48174 1.10034 -3.32995  0.0259
H11 -0.02819 -2.55436 -1.39651  0.0605
H12 -0.05698 1.89469 -0.08388  0.0647
H13 0.39819 2.30588 1.64424  0.0680

As for the HOMO energy: -8.71 eV. The charge is 0. The structure (SMILES) is C=C(N)CCC.O. The calculation puts the HOMO-LUMO gap at 9.49 eV.


Energy above the most stable structure, in kJ/mol: arrangement one 0.0; arrangement two 144.1; arrangement three 134.3


Arrangement one

DFT (ωB97M-V with the def2-TZVPD basis set) results for 2 unconnected molecules or ions with the total composition C5H13NO.

Last column: Löwdin charge in e.
CARTESIAN COORDINATES (ANGSTROEM)
O1 -1.14533 -2.29287 -0.06033  0.0317
N1 -2.01497 -0.57380 1.07669  0.1461
C1 -1.25259 -1.71327 1.00726  -0.6062
C2 0.81724 0.78359 -0.97710  -0.3296
C3 -0.62697 -2.14819 2.28059  -0.0149
C4 0.41864 2.21171 -0.64685  -0.1342
C5 1.73099 0.62708 -2.17618  -0.1232
H1 -0.07558 0.18622 -1.16813  0.0821
H2 -0.54741 2.37292 -0.16773  0.0557
H3 0.14901 -2.88090 2.08212  0.0858
H4 -2.39080 -0.16810 0.24319  0.0972
H5 0.43208 2.91490 -1.48886  0.0683
H6 -0.28967 -1.31215 2.88590  0.0791
H7 2.28463 -0.31104 -2.23921  0.0675
H8 1.14271 2.68026 0.03218  0.0687
H9 1.29876 0.39452 -0.07484  0.0982
H10 -2.05340 0.01637 1.89289  0.0959
H11 -1.34910 -2.73595 2.84917  0.0885
H12 1.12308 0.43092 -3.07234  0.0735
H13 2.34869 1.51779 -2.27841  0.0698

As for the HOMO energy: -9.88 eV. The charge is 0. The structure (SMILES) is CC(N)=O.CCC. The calculation puts the HOMO-LUMO gap at 10.67 eV.


Arrangement two

DFT (ωB97M-V with the def2-TZVPD basis set) results for 2 unconnected molecules or ions with the total composition C5H13NO.

Last column: Löwdin charge in e.
CARTESIAN COORDINATES (ANGSTROEM)
O1 -1.62878 -1.35433 5.51874  -0.1308
N1 0.39818 -0.88313 -1.05191  -0.2429
C1 1.43701 -0.18048 -0.30656  -0.2161
C2 -0.52921 1.31723 -0.51946  -0.1949
C3 0.44882 -0.83178 -2.59516  -0.0533
C4 0.99944 1.29538 0.01377  -0.1794
C5 -0.86697 -0.18930 -0.58167  -0.2235
H1 0.93433 1.43527 1.15378  0.1014
H2 -0.98961 -1.54302 4.85612  -0.0181
H3 -0.42317 -1.28641 -2.97187  0.0505
H4 2.26753 -0.54599 -0.88553  0.1043
H5 0.24254 0.22214 -2.81525  0.0626
H6 -2.15967 -0.48976 5.05181  0.1487
H7 1.23354 -0.71887 0.59534  0.0941
H8 -0.25174 1.97567 -1.44618  0.1212
H9 -1.14554 1.84471 0.28764  0.1106
H10 1.66813 2.18411 -0.43572  0.1271
H11 1.47119 -1.21994 -2.86515  0.0960
H12 -1.32454 -0.78510 0.27739  0.1240
H13 -1.78149 -0.24639 -1.28014  0.1185

As for the HOMO energy: -8.48 eV. The charge is 0. The structure (SMILES) is CN1CCCC1.O. The calculation puts the HOMO-LUMO gap at 8.90 eV.


Arrangement three

DFT (ωB97M-V with the def2-TZVPD basis set) results for 2 unconnected molecules or ions with the total composition C5H13NO.

Last column: Löwdin charge in e.
CARTESIAN COORDINATES (ANGSTROEM)
O1 -3.15521 -1.62477 -0.90607  -0.0607
N1 -0.70548 0.31666 -1.26556  -0.0088
C1 1.65260 -0.08910 0.98721  -0.2037
C2 1.33286 1.41983 0.84956  -0.1842
C3 0.26646 1.96404 1.42896  -0.0353
C4 1.15713 -0.99274 -0.17877  -0.1885
C5 -0.35572 -0.92501 -0.64568  -0.2984
H1 1.37696 -0.35728 2.01338  0.1066
H2 -3.74173 -1.09538 -0.35774  0.0399
H3 -0.89260 1.21711 -0.87686  0.0463
H4 -3.12289 -1.13087 -1.71942  0.0235
H5 2.74029 -0.10996 0.94620  0.0918
H6 -0.41121 1.62394 2.19751  0.0585
H7 -0.87334 -1.28057 0.24672  0.1027
H8 1.70742 -0.86021 -1.11758  0.0987
H9 0.19750 3.05086 1.33067  0.0482
H10 1.35094 -1.99166 0.24933  0.1010
H11 2.07116 1.99375 0.29638  0.0968
H12 -0.47815 -1.67073 -1.42085  0.0952
H13 -0.11698 0.54209 -2.05739  0.0704

As for the HOMO energy: -8.41 eV. The charge is 0. The structure (SMILES) is C=CCCCN.O. The calculation puts the HOMO-LUMO gap at 9.45 eV.


Energy above the most stable structure, in kJ/mol: arrangement one 0.0; arrangement two 334.2; arrangement three 188.9